Here is 2 unconnected molecules or ions with the total composition C5H8I2 from the Open Molecules 2025 dataset. Energies are from ωB97M-V with the def2-TZVPD basis set.

Summary:
HOMO, Ha: -0.3204
Calculated total energy, eV: -21511.53958
LUMO, eV: -1.55
Spin multiplicity: 1
Kohn-Sham gap, eV: 7.169

Geometry (Å):
1 C 0.410 -0.202 -1.421
2 C 0.794 -0.183 -0.104
3 C -3.307 0.213 -0.552
4 C 0.676 1.180 0.619
5 C 1.603 -1.271 0.513
6 I -4.179 -1.490 0.335
7 I -4.077 1.961 0.231
8 H 0.033 0.744 -1.844
9 H 0.536 -1.040 -2.082
10 H 0.770 1.205 1.666
11 H -0.249 1.629 0.313
12 H 1.513 1.769 0.194
13 H 2.576 -0.755 0.823
14 H 1.786 -2.063 -0.158
15 H 1.114 -1.699 1.466

Results of the Mulliken charge analysis, in e, for atoms 1 through 8:
1 C -1.05
2 C 1.06
3 C -0.24
4 C -1.26
5 C -1.09
6 I 0.10
7 I 0.13
8 H 0.24


Here is a molecular structure, C5H8IN2 from the Open Molecules 2025 dataset. Energies are from ωB97M-V with the def2-TZVPD basis set.

Summary:
HOMO (spin up / spin down), Ha: -0.4715 / -0.4715
Charge: +1
Calculated total energy, eV: -16385.34696
LUMO (spin up / spin down), eV: -6.14 / -6.13
Spin multiplicity: 1
Kohn-Sham gap (spin up / spin down), eV: 6.696 / 6.696

Geometry (Å):
1 C -0.217 0.293 0.128
2 C -0.761 -0.494 2.068
3 C -1.131 -0.996 -0.065
4 C 1.006 0.958 -0.468
5 C 1.382 0.913 -1.874
6 N -0.066 0.463 1.571
7 N -1.215 -1.457 1.269
8 I 2.239 1.890 0.905
9 H -0.933 1.103 -0.090
10 H -0.894 -0.611 3.191
11 H -2.136 -0.947 -0.648
12 H -0.488 -1.684 -0.716
13 H 2.154 0.152 -2.209
14 H 1.970 1.860 -2.001
15 H 0.647 0.916 -2.668
16 H -1.557 -2.359 1.604

Results of the Mulliken charge analysis, in e, for atoms 1 through 8:
1 C 0.53
2 C -0.26
3 C -0.41
4 C -0.05
5 C -1.13
6 N -0.52
7 N -0.11
8 I 0.44


| no. | maximum force (eV Å⁻¹) |
| --- | --- |
| 1 | 2.91 |
| 2 | 4.68 |